Molecular formula: C3H4O3
Method: DFT, ωB97M-V with the def2-TZVPD basis set

Results
energy above the lowest of the compared OMol25 structures with the same formula, charge and spin: 118.1 kcal per mole
HOMO level: -9.2 eV
gap between HOMO and LUMO: 9.4 eV
electronic energy: -9313.5811 eV

Geometry as XYZ:
```
10
Properties=species:S:1:pos:R:3:nbo_charge:R:1
O -0.83 0.63 -1.29 -0.479
O 0.24 2.04 0.43 -0.669
O -0.21 -1.50 -0.31 -0.471
C 0.24 0.91 -0.32 0.320
C 0.86 -1.68 0.43 0.086
C -0.70 -0.16 -0.17 0.290
H 1.22 0.71 -0.75 0.189
H 1.09 -2.75 0.27 0.079
H -1.54 -0.15 0.53 0.174
H -0.37 1.94 1.17 0.483
```

---

Molecular formula: C3H4O3
Method: DFT, ωB97M-V with the def2-TZVPD basis set

Results
energy above the lowest of the compared OMol25 structures with the same formula, charge and spin: 104.2 kcal per mole
HOMO level: -8.7 eV
gap between HOMO and LUMO: 8.7 eV
electronic energy: -9314.1836 eV

Geometry as XYZ:
```
10
Properties=species:S:1:pos:R:3:nbo_charge:R:1
O 1.71 -1.41 0.25 -0.601
O 1.42 0.91 0.40 -0.489
O -1.28 -1.01 -0.07 -0.681
C 1.12 -0.38 0.01 0.675
C 0.03 1.28 0.18 -0.132
C -0.14 0.01 -0.63 -0.230
H -0.52 1.34 1.12 0.182
H -1.53 -1.17 -0.99 0.553
H -0.81 -1.82 0.25 0.531
H -0.05 2.21 -0.39 0.191
```

---

Molecular formula: C3H4O3
Method: DFT, ωB97M-V with the def2-TZVPD basis set

Results
energy above the lowest of the compared OMol25 structures with the same formula, charge and spin: 115.5 kcal per mole
HOMO level (alpha / beta): -9.3 / -9.3 eV
gap between HOMO and LUMO (alpha / beta): 8.6 / 8.6 eV
electronic energy: -9313.6919 eV

Geometry as XYZ:
```
10
Properties=species:S:1:pos:R:3:nbo_charge:R:1
O 1.91 1.21 0.16 -0.659
O 1.89 -0.95 -0.53 -0.560
O -2.12 1.03 -0.34 -0.695
C -0.95 0.13 -0.16 0.216
C -1.08 -1.10 0.30 -0.570
C 1.42 0.15 -0.34 0.843
H -0.24 -1.62 0.69 0.222
H 2.83 1.01 0.44 0.501
H -2.01 -1.57 0.70 0.216
H -1.65 1.70 -0.92 0.485
```

---

Molecular formula: C3H4O3
Method: DFT, ωB97M-V with the def2-TZVPD basis set

Results
energy above the lowest of the compared OMol25 structures with the same formula, charge and spin: 47.9 kcal per mole
HOMO level: -10.0 eV
gap between HOMO and LUMO: 10.0 eV
electronic energy: -9316.6251 eV

Geometry as XYZ:
```
10
Properties=species:S:1:pos:R:3:nbo_charge:R:1
O 0.02 -0.44 -1.67 -0.682
O 0.86 -1.51 1.02 -0.493
O -0.16 1.95 0.88 -0.484
C -0.48 -0.07 -0.41 -0.094
C 0.30 1.09 0.18 0.411
C -0.23 -1.04 0.81 0.407
H -1.02 -1.13 1.59 0.136
H 1.39 0.98 0.00 0.118
H 0.85 0.02 -1.87 0.477
H -1.54 0.16 -0.52 0.205
```

---

Molecular formula: C3H4O3
Method: DFT, ωB97M-V with the def2-TZVPD basis set

Results
energy above the lowest of the compared OMol25 structures with the same formula, charge and spin: 39.3 kcal per mole
HOMO level: -9.3 eV
gap between HOMO and LUMO: 10.2 eV
electronic energy: -9316.9958 eV

Geometry as XYZ:
```
10
Properties=species:S:1:pos:R:3:nbo_charge:R:1
O 0.91 1.14 0.68 -0.706
O -1.32 0.25 1.24 -0.614
O -0.81 -0.40 -0.88 -0.473
C 1.36 0.08 -0.02 0.127
C 0.54 -0.75 -0.66 -0.042
C -1.57 0.15 0.05 0.673
H 0.82 -1.65 -1.19 0.209
H -2.50 0.53 -0.39 0.142
H 0.12 0.74 1.19 0.499
H 2.44 -0.10 -0.02 0.186
```

---

Molecular formula: C3H4O3
Method: DFT, ωB97M-V with the def2-TZVPD basis set

Results
energy above the lowest of the compared OMol25 structures with the same formula, charge and spin: 99.2 kcal per mole
HOMO level: -8.9 eV
gap between HOMO and LUMO: 9.2 eV
electronic energy: -9314.3983 eV

Geometry as XYZ:
```
10
Properties=species:S:1:pos:R:3:nbo_charge:R:1
O -1.16 1.78 -1.07 -0.551
O 1.62 0.97 -0.18 -0.626
O -1.52 -0.23 -0.02 -0.483
C 0.61 0.21 -0.59 0.015
C -0.74 0.76 -0.60 0.659
C -0.57 -0.88 0.74 -0.132
H -0.75 -1.96 0.75 0.208
H -0.39 -0.45 1.73 0.195
H 2.43 0.66 -0.60 0.492
H 0.48 -0.93 -0.12 0.223
```

---

Molecular formula: C3H4O3
Method: DFT, ωB97M-V with the def2-TZVPD basis set

Results
energy above the lowest of the compared OMol25 structures with the same formula, charge and spin: 133.3 kcal per mole
HOMO level: -8.7 eV
gap between HOMO and LUMO: 9.0 eV
electronic energy: -9312.9198 eV

Geometry as XYZ:
```
10
Properties=species:S:1:pos:R:3:nbo_charge:R:1
O -1.41 -0.81 0.86 -0.633
O 0.45 -1.55 -1.19 -0.593
O -0.21 1.33 0.81 -0.473
C 0.32 -0.81 -0.13 0.384
C 1.01 1.42 0.43 0.080
C -0.83 0.07 0.14 0.285
H 1.40 2.36 0.88 0.107
H 0.92 -1.13 0.71 0.218
H -0.08 -1.19 -1.92 0.498
H -1.35 0.52 -0.73 0.127
```

---

Molecular formula: C3H4O3
Method: DFT, ωB97M-V with the def2-TZVPD basis set

Results
energy above the lowest of the compared OMol25 structures with the same formula, charge and spin: 75.5 kcal per mole
HOMO level: -9.1 eV
gap between HOMO and LUMO: 9.3 eV
electronic energy: -9315.4266 eV

Geometry as XYZ:
```
10
Properties=species:S:1:pos:R:3:nbo_charge:R:1
O -1.37 -1.39 0.28 -0.680
O 1.93 -1.35 0.59 -0.423
O 1.31 1.87 -0.31 -0.521
C 0.91 -1.16 0.05 0.681
C 0.27 1.79 0.29 0.278
C -0.29 -0.89 -0.45 -0.254
H -0.73 2.08 -0.13 0.107
H 0.17 1.42 1.33 0.113
H -0.44 -0.31 -1.36 0.222
H -1.77 -2.07 -0.27 0.477
```